Model 1:
Here is a gas-phase ion, C5H11N2OS (charge +1) from the OMol25 dataset. Energies are from the ωB97M-V functional and the def2-TZVPD basis.

Values from the calculation:
Structure (SMILES) ... CO[C@H]1S[C@@H]([NH3+])N=C1C
Highest occupied orbital energy ... -13.53 eV
Kohn-Sham gap ... 10.048 eV

Geometry as ORCA input:
```
! wB97M-V def2-TZVPD RIJCOSX def2/J DEFGRID3
* xyz 1 1
C -0.175 1.389 -2.362
O -0.334 0.929 -1.041
C -0.319 -0.393 -0.885
S 1.471 -0.858 -0.805
C 1.295 -1.326 0.905
N 2.346 -0.352 1.851
N -0.010 -1.124 1.377
C -0.834 -0.610 0.573
C -2.232 -0.292 0.841
H -0.910 2.241 -2.652
H -0.464 0.601 -3.068
H 0.984 1.729 -2.508
H -0.981 -0.865 -1.583
H 1.676 -2.244 1.356
H 3.256 -0.720 1.598
H 1.936 -0.622 2.771
H 2.288 0.497 1.328
H -2.860 -1.015 0.497
H -2.350 0.739 0.489
H -2.404 -0.365 1.817
*
```

Model 2:
Here is a gas-phase ion, C5H11N2OS (charge +1) from the OMol25 dataset. Energies are from the ωB97M-V functional and the def2-TZVPD basis.

Values from the calculation:
Highest occupied orbital energy ... -12.59 eV
Kohn-Sham gap ... 7.642 eV

Geometry as ORCA input:
```
! wB97M-V def2-TZVPD RIJCOSX def2/J DEFGRID3
* xyz 1 1
C -0.457 -0.612 -0.621
C -0.185 1.340 0.379
C -1.013 0.894 -0.847
C 0.193 -0.049 0.654
C 2.240 -0.986 0.765
N -0.073 -0.698 1.850
N -2.425 0.886 -0.781
O 0.206 -1.932 1.983
S 2.116 -2.471 1.490
H -1.214 -1.311 -0.318
H 0.122 -0.975 -1.455
H 0.534 2.103 0.124
H -0.884 1.827 1.111
H -0.670 1.290 -1.866
H 3.021 -0.496 1.244
H 2.361 -1.106 -0.423
H -2.823 1.777 -1.107
H -0.177 -0.127 2.782
H -2.893 0.333 -0.125
H 1.381 -3.069 0.447
*
```

Stability, highest: model 1

Model 1:
Here is C5H8Se in the gas phase from the OMol25 dataset. Energies are from the ωB97M-V functional and the def2-TZVPD basis.

Values from the calculation:
Structure (SMILES) ... C#CC[Se]CC
Highest occupied orbital energy ... -8.40 eV
Kohn-Sham gap ... 9.292 eV

Geometry as ORCA input:
```
! wB97M-V def2-TZVPD RIJCOSX def2/J DEFGRID3
* xyz 0 1
C -0.807 -1.151 -2.372
C -0.433 -0.112 -1.884
C -0.058 1.211 -1.439
Se -0.811 1.629 0.365
C -0.586 0.013 1.452
C 0.924 -0.439 1.593
H -0.943 -2.185 -2.623
H -0.204 1.866 -2.274
H 1.005 1.227 -1.189
H -1.026 0.266 2.385
H -1.208 -0.726 0.903
H 1.376 -0.935 0.803
H 1.557 0.428 1.820
H 1.215 -1.094 2.459
*
```

Model 2:
Here is 2 unconnected molecules or ions with the total composition C5H8Se from the OMol25 dataset. Energies are from the ωB97M-V functional and the def2-TZVPD basis.

Values from the calculation:
Structure (SMILES) ... CC=[Se].C=C=C
Highest occupied orbital energy ... -8.25 eV
Kohn-Sham gap ... 7.732 eV

Geometry as ORCA input:
```
! wB97M-V def2-TZVPD RIJCOSX def2/J DEFGRID3
* xyz 0 1
C 2.098 -1.026 -3.029
C 0.999 -0.400 -2.296
Se 0.716 -0.619 -0.577
H 1.856 -1.185 -4.123
H 3.068 -0.452 -3.107
H 2.470 -1.975 -2.576
H 0.186 -0.001 -2.897
C -2.980 -2.412 1.503
C -2.650 -1.183 1.151
C -2.296 0.028 0.833
H -2.759 -3.330 1.019
H -3.508 -2.568 2.391
H -2.984 0.675 0.367
H -1.327 0.368 1.177
*
```

Stability, highest: model 1

Model 1:
Here is a molecular structure, C11H14NO2 from the OMol25 dataset. Energies are from the ωB97M-V functional and the def2-TZVPD basis.

Values from the calculation:
Highest occupied orbital energy ... -13.62 eV
Kohn-Sham gap ... 10.597 eV

Geometry as ORCA input:
```
! wB97M-V def2-TZVPD RIJCOSX def2/J DEFGRID3
* xyz 1 1
C 1.925 -0.126 -0.080
C -2.452 1.396 0.051
C -1.614 0.753 1.145
C -1.754 0.672 -1.079
C -0.211 1.222 0.734
C -0.304 1.278 -0.798
C -1.793 -0.757 0.773
C -1.770 -0.822 -0.739
C 0.552 0.272 -0.170
C -0.622 -1.293 -0.012
C 4.132 0.617 0.243
N -0.019 -2.566 -0.269
O 2.324 -1.299 0.053
O 2.746 0.913 -0.036
H -3.577 1.396 0.012
H -2.199 2.449 0.002
H -1.977 0.912 2.251
H -2.158 0.954 -2.097
H 0.220 1.943 1.392
H -0.082 2.038 -1.522
H -2.364 -1.395 1.435
H -2.652 -1.401 -1.241
H 4.752 1.018 -0.450
H 4.204 -0.537 -0.014
H 4.305 0.833 1.276
H -0.118 -3.185 0.602
H 1.033 -2.423 -0.294
H -0.526 -2.863 -1.168
*
```

Model 2:
Here is a molecular structure, C11H14NO2 from the OMol25 dataset. Energies are from the ωB97M-V functional and the def2-TZVPD basis.

Values from the calculation:
Highest occupied orbital energy ... -11.68 eV
Kohn-Sham gap ... 8.204 eV

Geometry as ORCA input:
```
! wB97M-V def2-TZVPD RIJCOSX def2/J DEFGRID3
* xyz 1 1
C -3.747 1.073 -0.047
C -3.423 -0.151 -0.461
C -2.833 2.028 0.460
C -2.001 -0.656 -0.005
C -1.556 1.736 0.556
C -1.057 0.529 -0.069
C 1.287 1.433 -0.327
C 0.251 0.525 -0.172
C 2.152 1.750 0.694
C 1.751 -1.927 -0.715
C 2.803 -1.648 0.266
N 1.802 -2.854 -1.663
O 2.196 1.284 1.921
O 0.765 -1.120 -0.737
H -4.703 1.456 -0.155
H -3.990 -0.893 -1.013
H -3.299 2.945 0.977
H -1.539 -1.483 -0.461
H -0.848 2.514 0.810
H 1.399 2.012 -1.244
H 2.727 2.614 0.664
H 3.340 -2.514 0.582
H 2.278 -1.213 1.218
H 3.459 -0.909 -0.042
H 1.009 -2.912 -2.392
H 2.581 -3.455 -1.714
H 1.376 0.774 2.058
H -2.181 -0.934 1.013
*
```

Stability, highest: model 2